Record 1
Here is a structure of composition C12H18AlAs2NS4 from the Open Molecules 2025 dataset. Energies are from ωB97M-V/def2-TZVPD.

**Maximum force**: 0.0117 Eh/bohr
**Energy above the lowest of the compared OMol25 structures with the same formula, charge and spin**: 6.1 kcal per mole
**HOMO-LUMO gap**: 7.1 eV
**E_HOMO**: -7.37 eV

Cartesian coordinates (Å):
Al  -1.4138  0.8823  1.7094
S  -4.5774  -1.2960  3.8929
As  -2.7361  -1.1838  3.0028
S  -1.5036  0.7291  3.8456
S  -2.9833  -0.3087  0.7900
S  -1.3754  -2.7339  2.8888
C  2.4353  0.7677  0.9612
As  0.6730  0.0584  0.5380
C  0.4475  0.6412  -1.3069
C  0.9219  -1.8802  0.3734
C  1.9589  -2.2752  -0.6301
C  1.6188  -2.4769  -1.9666
C  2.5785  -2.8536  -2.8933
C  3.8958  -3.0337  -2.4971
C  4.2473  -2.8363  -1.1697
C  3.2852  -2.4590  -0.2454
H  3.1768  0.3517  0.2804
H  2.6956  0.5193  1.9882
H  2.4105  1.8512  0.8569
H  1.2258  0.2103  -1.9348
H  0.5054  1.7279  -1.3557
H  -0.5316  0.3205  -1.6614
H  -0.0631  -2.2721  0.1199
H  1.1625  -2.2387  1.3722
H  0.5865  -2.3575  -2.2764
H  2.2983  -3.0153  -3.9263
H  4.6442  -3.3394  -3.2167
H  5.2709  -2.9874  -0.8517
H  3.5619  -2.3156  0.7934
C  -4.8070  3.5536  0.2692
C  -3.4606  4.2925  0.1313
C  -2.3922  3.4039  0.5084
N  -1.6166  2.6203  0.8163
H  -5.6119  4.2266  -0.0189
H  -4.9685  3.2356  1.2971
H  -4.8378  2.6760  -0.3730
H  -3.4259  5.1677  0.7825
H  -3.2956  4.6274  -0.8938

Record 2
Here is a structure of composition C12H18AuClIN2OPS in a non-equilibrium geometry from the Open Molecules 2025 dataset. Energies are from ωB97M-V/def2-TZVPD.

**Maximum force**: 0.1126 Eh/bohr
**Charge**: +2
**Expectation value of S²**: 2.01
**2S+1**: 3
**HOMO-LUMO gap (spin up / spin down)**: 4.9 / 3.3 eV
**E_HOMO (spin up / spin down)**: -14.22 / -14.17 eV

Cartesian coordinates (Å):
C  0.5419  -2.0883  -0.5182
I  0.1095  2.7271  -0.3582
H  -0.4052  -2.6214  -0.6977
H  1.0073  -2.4280  0.4134
H  1.2132  -2.1091  -1.3649
Au  -0.2136  -0.1901  0.0036
P  -0.3151  0.3253  -2.4991
C  1.2054  0.8566  -3.3147
C  -0.8610  -1.1091  -3.4277
H  -2.4698  1.4104  -2.5141
H  -1.6456  1.5393  -4.1127
H  -1.1445  2.5960  -2.7429
C  -1.5113  1.5926  -3.0186
H  -1.7994  -1.4894  -3.0006
H  -1.0384  -0.7881  -4.4659
H  0.9966  1.0214  -4.3851
H  1.9910  0.0931  -3.2257
H  -0.1012  -1.9016  -3.4212
H  1.5732  1.7963  -2.8817
C  1.7832  0.0201  -0.1562
O  2.8939  0.1911  0.1029
Cl  -2.5379  -0.4126  -0.3836
N  -1.5189  -1.9140  2.4726
C  -0.6149  -1.0870  3.0440
N  0.2180  -0.2690  2.4433
C  1.0065  0.4691  3.3228
C  1.8778  1.5438  3.0150
C  2.5511  2.1944  4.0425
C  2.3160  1.8053  5.3669
C  1.4818  0.7269  5.6741
C  0.7876  0.0925  4.6630
S  -0.4255  -1.1624  4.7683
H  -2.2206  -2.2241  3.1724
H  -1.8707  -1.7051  1.5361
H  1.9843  1.8761  1.9841
H  3.2098  3.0620  3.8374
H  2.8216  2.3313  6.1804
H  1.3187  0.3561  6.6861

Record 3
Here is a structure of composition C12H18ClIN2O3PRu in a non-equilibrium geometry from the Open Molecules 2025 dataset. Energies are from ωB97M-V/def2-TZVPD.

**Maximum force**: 0.1804 Eh/bohr
**Charge**: +2
**Expectation value of S²**: 8.80
**Energy above the lowest of the compared OMol25 structures with the same formula, charge and spin**: 0.0 kcal per mole
**2S+1**: 6
**HOMO-LUMO gap (spin up / spin down)**: 4.5 / 5.4 eV
**E_HOMO (spin up / spin down)**: -11.61 / -15.68 eV

Cartesian coordinates (Å):
C  -2.4949  1.7629  -4.5869
C  -2.3069  0.8441  -3.4264
H  -3.1277  1.2943  -5.3649
H  -1.5154  1.9944  -5.0267
H  -2.9301  2.7025  -4.2181
O  -2.0838  -0.3447  -3.3996
I  -2.7898  1.9483  -1.5130
Ru  -0.7752  0.4738  -0.7769
P  0.9859  -0.4774  -1.8513
C  1.1346  -2.2869  -1.7261
C  0.9510  -0.0915  -3.6205
H  2.6218  1.1750  -1.1933
H  3.3519  -0.0502  -2.2784
H  3.0533  -0.4366  -0.5468
C  2.6717  0.1034  -1.4261
H  0.8624  0.9969  -3.7313
H  1.8773  -0.4371  -4.0999
H  1.8175  -2.6782  -2.4933
H  0.1578  -2.7738  -1.8376
H  0.0829  -0.5675  -4.0914
H  1.5322  -2.5465  -0.7350
C  -1.5652  -1.1622  -0.6912
O  -2.1286  -2.1937  -0.6095
Cl  0.4908  2.4616  -0.8849
N  -0.2542  2.6906  5.5879
C  0.1598  2.4177  4.3096
O  1.2922  2.6711  3.9161
C  -0.8952  1.8232  3.4205
C  -2.2366  1.6866  3.8048
C  -3.1111  1.0312  2.9489
C  -2.6399  0.5067  1.7317
N  -1.3883  0.7620  1.2975
C  -0.5187  1.3650  2.1418
H  0.4462  3.0057  6.2372
H  -1.0833  2.2837  5.9804
H  -2.5747  2.0784  4.7635
H  -4.1623  0.8956  3.2026
H  -3.2830  -0.0818  1.0768
H  0.4833  1.4885  1.7286

Record 4
Here is a structure of composition C12H18F9Ni2O9 in a non-equilibrium geometry from the Open Molecules 2025 dataset. Energies are from ωB97M-V/def2-TZVPD.

**Maximum force**: 0.0308 Eh/bohr
**Charge**: +1
**Expectation value of S²**: 6.01
**Energy above the lowest of the compared OMol25 structures with the same formula, charge and spin**: 0.0 kcal per mole
**2S+1**: 5
**HOMO-LUMO gap (spin up / spin down)**: 10.4 / 9.5 eV
**E_HOMO (spin up / spin down)**: -13.07 / -12.90 eV

Cartesian coordinates (Å):
Ni  0.0813  0.3424  -2.6277
Ni  -1.0347  1.3548  -0.5133
O  -0.1866  -0.4516  -0.8647
H  0.0957  -1.0860  -0.2088
O  0.5885  1.9183  -1.6269
H  1.0700  2.7276  -1.4671
O  -1.7064  1.0525  -2.3752
H  -2.5394  0.8848  -2.8141
C  5.1918  1.5876  -2.6054
C  3.8309  0.9846  -2.7560
O  3.8951  -0.3593  -2.2211
C  2.8581  -1.1026  -2.3664
O  1.8385  -0.8276  -2.9573
C  3.0136  -2.4803  -1.6878
F  3.0231  -3.4308  -2.6246
F  4.1215  -2.5525  -0.9685
F  1.9570  -2.6758  -0.8854
H  5.5510  1.5285  -1.5813
H  5.1824  2.6268  -2.9257
H  5.8858  1.0537  -3.2579
H  3.5424  0.9372  -3.8056
H  3.0705  1.5433  -2.2096
C  -1.5067  2.3202  3.6703
C  -1.2570  0.8405  3.4392
O  0.1358  0.5386  3.1923
C  0.7075  0.9754  2.1250
O  0.2049  1.5623  1.1965
C  2.2209  0.6659  2.0782
F  2.6102  -0.0860  3.0908
F  2.5056  0.0450  0.9392
F  2.8777  1.8391  2.1117
H  -2.5762  2.4653  3.8253
H  -1.2303  2.9347  2.8159
H  -0.9666  2.6465  4.5559
H  -1.8557  0.4159  2.6335
H  -1.4948  0.3005  4.3514
C  -2.5712  -3.3049  -0.0933
C  -2.8784  -2.4997  1.1546
O  -3.9980  -1.6279  0.9026
C  -3.7487  -0.4353  0.4644
O  -2.6580  0.0707  0.3309
C  -5.0311  0.3783  0.1783
F  -5.0855  1.3948  1.0377
F  -4.9548  0.8775  -1.0716
F  -6.1292  -0.3468  0.2882
H  -1.8366  -4.0857  0.0989
H  -2.1677  -2.6688  -0.8845
H  -3.4800  -3.7709  -0.4774
H  -2.0168  -1.8842  1.4089
H  -3.1494  -3.1366  1.9881

Record 5
Here is a structure of composition C12H18IN2 in a non-equilibrium geometry from the Open Molecules 2025 dataset. Energies are from ωB97M-V/def2-TZVPD.

**Maximum force**: 0.0946 Eh/bohr
**Charge**: +1
**Energy above the lowest of the compared OMol25 structures with the same formula, charge and spin**: 57.0 kcal per mole
**HOMO-LUMO gap**: 8.6 eV
**E_HOMO**: -11.76 eV

Cartesian coordinates (Å):
C  2.2669  2.0686  -1.1221
C  3.5065  1.5104  -0.9651
C  2.5422  -0.1403  0.4127
C  1.1105  1.5372  -0.5670
C  1.2468  0.3372  0.1628
C  3.6850  0.3922  -0.1967
C  -0.3087  2.1903  -0.7010
C  -0.6563  2.9450  0.5905
C  0.1028  -0.5763  0.5326
C  0.4001  -1.6724  -1.7968
C  0.9652  -2.9233  0.2953
C  -0.0398  -1.7811  -0.3820
N  -0.7100  -0.4583  1.4685
N  -0.9015  2.0435  1.8302
I  5.5216  -0.4988  0.0350
H  2.0207  2.8809  -1.7212
H  4.3196  2.0565  -1.5937
H  2.7165  -1.0593  0.9433
H  -0.2683  2.9834  -1.4512
H  -1.0291  1.3350  -0.7656
H  0.1863  3.7078  0.7280
H  -1.6740  3.3886  0.1996
H  -0.1820  -2.4403  -2.3149
H  1.5518  -1.7533  -1.7843
H  0.2092  -0.7097  -2.2011
H  1.8775  -2.5211  0.1837
H  0.7739  -3.7656  -0.4040
H  0.7547  -3.0495  1.3613
H  -1.0777  -2.1975  -0.2133
H  -1.0437  0.7189  1.6684
H  -1.4088  -1.1946  1.6759
H  -0.1893  2.1901  2.5778
H  -1.8374  2.3895  2.1532

Record 6
Here is a structure of composition C12H18MgN3O6 from the Open Molecules 2025 dataset. Energies are from ωB97M-V/def2-TZVPD.

**Maximum force**: 0.0096 Eh/bohr
**Charge**: +1
**HOMO-LUMO gap**: 9.6 eV
**E_HOMO**: -12.02 eV

Cartesian coordinates (Å):
Mg  0.0582  -0.0088  -0.2210
O  -1.4982  -1.2341  3.1558
C  -1.4669  -0.6628  1.9751
O  -1.2206  -1.2601  0.9370
C  -1.8741  0.7944  2.0190
O  -1.3505  1.4943  0.8991
C  -0.3042  2.4306  1.2631
C  1.0103  1.7062  1.6136
O  1.9780  2.3661  1.9102
O  0.9064  0.4160  1.5042
H  -1.3040  -2.1784  3.0461
H  -1.5628  1.2434  2.9602
H  -2.9649  0.8219  1.9620
H  -0.6326  3.0638  2.0864
H  -0.1532  3.0683  0.3921
C  0.1719  -3.5264  -2.8916
C  0.6582  -2.5948  -1.8255
O  0.0158  -1.5718  -1.5364
N  1.8174  -2.8824  -1.2245
C  2.4220  -2.0562  -0.1774
C  3.0347  -0.7685  -0.6760
C  4.4030  -0.6352  -0.8070
C  4.9300  0.5755  -1.2337
C  4.0650  1.6141  -1.5164
C  2.7083  1.3942  -1.3599
N  2.1865  0.2361  -0.9529
H  -0.9116  -3.4712  -2.9408
H  0.4813  -4.5551  -2.7146
H  0.5786  -3.2051  -3.8524
H  2.3086  -3.7059  -1.5300
H  3.1894  -2.6636  0.2971
H  1.6802  -1.8542  0.5981
H  5.0522  -1.4648  -0.5607
H  5.9993  0.7064  -1.3315
H  4.4220  2.5821  -1.8361
H  2.0061  2.1990  -1.5497
N  -0.7474  1.1308  -1.9272
H  -1.2278  0.3818  -2.4222
H  -0.0849  1.5088  -2.5975
H  -1.4352  1.8545  -1.7445